Record 1
Computed, not measured: 11 unconnected molecules or ions with the total composition C39H83NO19 at a distorted geometry, with ωB97M-V/def2-TZVPD.

Atoms and positions in Å:
C -7.088 0.988 -0.427
C -5.628 0.975 -0.709
O -4.892 1.394 0.464
C -3.583 1.403 0.279
C -2.736 1.772 1.499
O -3.101 1.155 -0.806
H -7.494 0.392 0.433
H -7.670 0.487 -1.197
H -7.449 2.030 -0.364
H -5.305 0.066 -1.217
H -5.445 1.652 -1.502
H -2.036 2.450 1.039
H -2.238 0.856 1.923
H -3.365 2.231 2.260
C 1.261 -3.130 1.107
C 1.246 -1.632 1.099
O 2.079 -1.284 2.222
C 2.684 -0.087 2.040
C 3.871 0.052 2.956
O 2.334 0.705 1.222
H 1.079 -3.597 0.154
H 0.669 -3.518 1.990
H 2.286 -3.480 1.375
H 1.610 -1.384 0.086
H 0.235 -1.207 1.174
H 3.739 0.954 3.503
H 4.682 0.177 2.227
H 3.986 -0.735 3.705
C 3.133 3.109 -3.809
C 2.379 3.232 -2.431
O 2.705 4.414 -1.763
C 2.029 4.678 -0.628
C 2.309 6.089 -0.201
O 1.301 3.929 -0.050
H 3.010 3.887 -4.522
H 2.650 2.212 -4.232
H 4.277 3.045 -3.746
H 1.302 3.238 -2.621
H 2.589 2.318 -1.873
H 1.621 6.666 -0.832
H 3.353 6.359 -0.381
H 2.206 6.268 0.824
C 4.356 -0.874 -3.027
C 5.563 -0.283 -2.324
O 5.238 1.018 -1.708
C 4.992 0.966 -0.430
C 5.027 2.300 0.295
O 4.780 -0.101 0.128
H 3.667 -0.177 -3.525
H 3.721 -1.400 -2.252
H 4.708 -1.659 -3.750
H 5.934 -0.966 -1.578
H 6.254 0.076 -3.031
H 5.605 2.210 1.248
H 4.000 2.383 0.584
H 5.278 3.156 -0.323
C -0.332 -6.683 3.497
C -1.389 -5.711 3.773
O -0.583 -4.423 3.922
C -1.183 -3.435 4.630
C -0.161 -2.334 4.871
O -2.300 -3.494 5.101
H 0.365 -6.273 2.738
H -0.808 -7.497 3.042
H 0.232 -6.968 4.451
H -2.127 -5.651 2.992
H -1.815 -5.819 4.716
H 0.136 -1.869 3.965
H 0.706 -2.581 5.494
H -0.748 -1.580 5.409
C -3.572 5.930 -1.489
C -3.111 4.840 -0.555
O -2.724 5.377 0.734
C -3.612 5.261 1.735
C -3.068 5.840 3.060
O -4.698 4.738 1.605
H -2.794 6.579 -2.023
H -4.313 6.572 -1.104
H -4.071 5.369 -2.279
H -3.894 4.091 -0.303
H -2.297 4.208 -0.932
H -2.516 4.974 3.458
H -3.816 6.090 3.745
H -2.342 6.620 2.847
C 2.780 4.267 3.151
C 1.410 4.314 3.802
O 1.080 2.957 4.123
C -0.228 2.527 4.048
C -0.308 1.155 4.449
O -1.163 3.267 3.887
H 3.459 3.751 3.782
H 3.238 5.189 2.910
H 2.664 3.790 2.215
H 1.438 4.850 4.720
H 0.642 4.676 3.129
H -1.267 0.885 5.034
H 0.521 0.960 5.069
H -0.210 0.456 3.629
C 2.060 -4.629 -3.211
C 1.420 -4.761 -4.578
O 1.628 -6.120 -5.110
C 0.799 -7.104 -4.802
C 1.104 -8.462 -5.396
O -0.114 -6.983 -4.056
H 3.045 -5.180 -3.167
H 1.433 -5.104 -2.454
H 2.167 -3.601 -3.028
H 0.325 -4.683 -4.548
H 1.775 -4.106 -5.326
H 1.970 -8.505 -6.024
H 0.183 -8.759 -5.897
H 1.267 -9.112 -4.586
C -2.907 -3.715 -0.519
C -3.135 -2.223 -0.600
O -3.801 -1.889 0.584
C -3.037 -1.765 1.663
C -3.902 -1.439 2.914
O -1.825 -1.920 1.771
H -3.868 -4.108 -0.166
H -2.086 -4.050 0.099
H -2.598 -4.262 -1.410
H -2.216 -1.612 -0.615
H -3.783 -2.007 -1.456
H -3.525 -0.562 3.398
H -3.899 -2.263 3.640
H -4.990 -1.259 2.643
C -0.900 0.249 -3.887
C 0.392 -0.596 -3.653
C 0.740 -1.179 -4.987
O 1.406 0.228 -3.124
H -1.480 0.347 -2.925
H -1.631 -0.235 -4.597
H -0.739 1.247 -4.270
H 0.187 -1.432 -2.953
H 1.746 -1.536 -5.097
H 0.572 -0.539 -5.901
H 0.164 -2.029 -5.254
H 1.104 0.425 -2.267
N 0.133 1.008 -0.770
H 0.058 0.191 -0.177
H -0.775 1.155 -1.193
H 0.597 1.889 -0.331

Cartesian forces (eV/Å) of the 2 atoms listed first:
C -1.8 -0.2 0.9
C -0.4 -0.3 -0.2

Values from the calculation:
SMILES = CCOC(C)=O.CCOC(C)=O.CCOC(C)=O.CCOC(C)=O.CCOC(C)=O.CCOC(C)=O.CCOC(C)=O.CCOC(C)=O.CCOC(C)=O.CC(C)O.N
net charge = 0
HOMO-LUMO gap = 9.91 eV

Here are the Mulliken charges for atoms 1 to 6, given in e:
1 C -1.4628
2 C 0.0331
3 O -0.3391
4 C 0.8703
5 C 0.0762
6 O -0.7114

Record 2
Computed, not measured: 13 unconnected molecules or ions with the total composition C39H84Cl24P, with ωB97M-V/def2-TZVPD.

Atoms and positions in Å:
C -7.832 2.233 -1.346
C -8.741 1.151 -1.968
C -8.805 -0.156 -1.173
C -7.613 -1.095 -1.454
C -6.361 -0.745 -0.644
C -5.479 -1.966 -0.343
C -5.726 -2.578 1.036
C -4.985 -1.947 2.225
C -3.509 -1.566 1.995
C -3.220 -0.055 2.021
C -3.151 0.682 0.681
C -1.823 0.555 -0.066
C -1.544 -0.834 -0.631
C -0.773 -0.799 -1.964
C -1.636 -0.343 -3.126
P -3.030 -1.569 -3.636
H -7.041 2.511 -2.038
H -8.398 3.139 -1.135
H -7.380 1.907 -0.413
H -8.415 0.955 -2.989
H -9.753 1.558 -1.989
H -8.781 0.077 -0.107
H -9.742 -0.657 -1.419
H -7.361 -0.970 -2.507
H -7.918 -2.128 -1.283
H -5.765 -0.065 -1.252
H -6.606 -0.229 0.288
H -4.440 -1.714 -0.530
H -5.721 -2.729 -1.084
H -6.800 -2.485 1.227
H -5.520 -3.646 0.970
H -5.000 -2.701 3.016
H -5.549 -1.105 2.629
H -3.153 -2.045 1.089
H -2.923 -1.999 2.809
H -2.273 0.130 2.534
H -3.990 0.411 2.639
H -3.282 1.745 0.909
H -3.965 0.418 0.006
H -1.886 1.238 -0.914
H -1.015 0.919 0.578
H -0.978 -1.434 0.079
H -2.465 -1.377 -0.818
H 0.059 -0.094 -1.818
H -0.371 -1.799 -2.145
H -2.091 0.636 -2.963
H -0.994 -0.231 -4.001
H -4.005 -0.778 -2.811
H -2.732 -2.491 -2.508
H -2.136 -2.370 -4.478
H -3.308 -0.700 -4.820
H -4.153 -2.458 -4.035
Cl 2.964 -1.841 0.388
C 2.180 -0.348 0.991
C 1.656 -0.518 2.395
Cl 0.300 -1.672 2.439
H 1.385 -0.094 0.292
H 2.930 0.439 0.966
H 1.288 0.431 2.773
H 2.428 -0.882 3.069
Cl 2.938 2.552 2.640
C 2.142 4.021 3.262
C 1.601 3.773 4.644
Cl 0.243 2.618 4.574
H 1.351 4.302 2.570
H 2.889 4.814 3.276
H 1.221 4.693 5.082
H 2.363 3.366 5.303
Cl 0.204 -2.089 -5.472
C 1.254 -1.890 -6.899
C 1.881 -0.521 -6.963
Cl 0.676 0.756 -7.288
H 0.654 -2.088 -7.785
H 2.042 -2.642 -6.835
H 2.608 -0.482 -7.774
H 2.384 -0.274 -6.033
Cl -1.232 3.000 10.570
C -1.342 2.411 8.883
C 0.000 2.371 8.207
Cl 0.653 4.008 7.915
H -2.037 3.055 8.351
H -1.755 1.405 8.925
H -0.089 1.894 7.235
H 0.731 1.821 8.795
Cl 2.482 -0.008 -3.489
C 2.804 -1.747 -3.278
C 4.117 -2.156 -3.893
Cl 4.110 -2.079 -5.680
H 1.968 -2.298 -3.703
H 2.852 -1.939 -2.207
H 4.336 -3.189 -3.626
H 4.934 -1.528 -3.546
Cl 7.503 -3.287 -3.233
C 8.203 -3.395 -4.873
C 9.030 -2.180 -5.211
Cl 8.052 -0.699 -5.422
H 7.397 -3.533 -5.588
H 8.838 -4.280 -4.886
H 9.553 -2.343 -6.152
H 9.763 -1.983 -4.433
Cl 6.555 -2.708 -7.626
C 6.163 -3.662 -9.078
C 6.069 -5.133 -8.768
Cl 7.658 -5.829 -8.342
H 6.922 -3.460 -9.830
H 5.204 -3.304 -9.448
H 5.707 -5.672 -9.641
H 5.392 -5.318 -7.938
Cl 0.884 -0.458 6.071
C 0.671 -1.746 7.283
C -0.701 -2.363 7.215
Cl -1.979 -1.236 7.744
H 0.881 -1.315 8.260
H 1.418 -2.510 7.072
H -0.745 -3.225 7.879
H -0.942 -2.685 6.205
Cl -8.357 3.569 -4.490
C -9.625 2.796 -5.466
C -10.932 3.544 -5.402
Cl -11.692 3.450 -3.791
H -9.735 1.772 -5.116
H -9.270 2.777 -6.495
H -11.636 3.109 -6.109
H -10.797 4.595 -5.644
Cl 5.395 -0.488 3.287
C 6.275 -0.539 1.736
C 7.061 0.725 1.497
Cl 5.986 2.119 1.221
H 5.546 -0.714 0.948
H 6.953 -1.390 1.779
H 7.678 0.609 0.607
H 7.705 0.961 2.340
Cl 1.832 -0.069 9.933
C 3.289 0.174 10.933
C 4.461 0.633 10.104
Cl 5.038 -0.642 9.002
H 3.502 -0.761 11.444
H 3.043 0.930 11.676
H 5.290 0.891 10.760
H 4.205 1.503 9.505
Cl 6.024 5.730 2.540
C 6.868 5.664 0.972
C 7.626 6.933 0.681
Cl 6.541 8.317 0.384
H 6.128 5.455 0.205
H 7.560 4.826 1.022
H 8.224 6.800 -0.219
H 8.284 7.198 1.503

Cartesian forces (eV/Å) of the 2 atoms listed first:
C -0.1 0.0 -0.3
C -0.1 0.3 0.8

Values from the calculation:
net charge = -1
HOMO-LUMO gap = 4.47 eV

Here are the Mulliken charges for atoms 1 to 6, given in e:
1 C -1.3056
2 C 0.1613
3 C -1.1214
4 C -0.8852
5 C -0.8956
6 C 2.2942